[1]
ORCA calculation (the ωB97M-V functional and the def2-TZVPD basis) on C22H47AlClF10N2S as an isolated structure.

Geometry as XYZ:
```
84
Properties=species:S:1:pos:R:3
C -0.26709 3.56980 7.63655
C 0.47132 4.09110 6.40851
C 1.20320 2.96020 5.67728
C -0.46694 4.86822 5.47822
Al -1.87494 3.87299 4.43958
F -3.33833 4.74539 4.57754
Cl -1.34738 3.95164 2.26973
C -2.27427 1.96557 4.92637
C -2.27508 0.94699 3.77742
C -0.86673 0.71886 3.20592
C -0.19632 -0.55599 3.73623
C -0.43988 -1.73966 2.84106
F 0.21206 -1.62606 1.65403
F -1.76008 -1.85174 2.53136
C -0.11012 -3.15682 3.44517
F -0.74675 -4.09565 2.73641
F -0.55955 -3.20886 4.70343
S 1.72463 -3.72864 3.44936
F 1.26715 -5.24353 3.62900
F 1.85906 -3.59201 5.02514
F 2.26413 -2.24993 3.29275
F 1.65717 -3.88611 1.88070
F 3.22428 -4.23438 3.39371
H -0.60739 4.40387 8.25128
H -1.14558 2.99103 7.35190
H 0.37954 2.93723 8.24895
H 1.24543 4.77124 6.78825
H 0.63396 2.03039 5.70393
H 2.17393 2.75901 6.13574
H 1.37198 3.22456 4.63339
H -0.97403 5.64800 6.05620
H 0.14791 5.39668 4.74146
H -1.62387 1.57824 5.71789
H -3.27898 1.99083 5.36395
H -2.95030 1.26671 2.98458
H -2.66300 -0.01743 4.12668
H -0.89220 0.70085 2.11612
H -0.23267 1.56112 3.46651
H -0.56847 -0.78775 4.73322
H 0.87540 -0.41102 3.82122
C 0.65749 -0.62015 -2.13967
C 1.98335 -0.78050 -2.86923
N 3.10730 -0.26167 -2.11321
C 4.31753 -0.09826 -2.89204
C 4.98070 -1.35439 -3.47310
C 3.26212 -0.81153 -0.77688
C 3.42644 -2.33069 -0.64438
H 0.50917 0.41467 -1.82937
H -0.16130 -0.90169 -2.80341
H 0.59023 -1.25457 -1.25539
H 1.94368 -0.21696 -3.80676
H 2.10688 -1.83966 -3.15316
H 5.04275 0.43253 -2.26916
H 4.07674 0.57723 -3.71964
H 5.45634 -1.96066 -2.70316
H 5.75435 -1.06428 -4.18752
H 4.26169 -1.98061 -4.00306
H 2.39352 -0.50818 -0.18849
H 4.11549 -0.31109 -0.31271
H 2.68837 -2.87416 -1.23659
H 3.28048 -2.62140 0.39749
H 4.41844 -2.66960 -0.94277
C -5.05755 -0.01294 -6.14160
C -3.71777 -0.16070 -6.84690
N -2.61022 0.35453 -6.06547
C -1.38645 0.52581 -6.82465
C -0.70741 -0.72533 -7.39644
C -2.46500 -0.20925 -4.73329
C -2.31969 -1.73143 -4.60961
H -5.20766 1.01736 -5.81757
H -5.86605 -0.28331 -6.82232
H -5.13557 -0.66012 -5.26772
H -3.74260 0.41374 -7.77743
H -3.58633 -1.21564 -7.14099
H -0.67489 1.05727 -6.18729
H -1.61599 1.20347 -7.65350
H -0.24038 -1.32969 -6.61972
H 0.07683 -0.42892 -8.09604
H -1.41269 -1.35520 -7.94054
H -3.32581 0.10136 -4.13712
H -1.60546 0.27731 -4.26709
H -3.07471 -2.25904 -5.19495
H -2.44934 -2.02651 -3.56682
H -1.33820 -2.08210 -4.92749
```

Electronic energy, eV: -83691.19863
Total charge: -1
Gap between HOMO and LUMO, hartree: 0.266



[2]
ORCA calculation (the ωB97M-V functional and the def2-TZVPD basis) on a 2-piece molecular cluster, C3H3BrCl2 overall in a non-equilibrium geometry.

Geometry as XYZ:
```
9
Properties=species:S:1:pos:R:3
C -0.75784 -0.41081 -0.54539
C 0.25715 -0.52521 0.48123
C 0.53155 0.38457 -0.59197
Cl -0.54013 0.86566 3.19285
Cl 0.52794 2.12980 -0.41779
Br 1.91446 -0.23951 -1.84327
H -0.92342 -1.24036 -1.22442
H -1.66822 0.13778 -0.32890
H 0.65851 -1.10192 1.27766
```

Relative energy (zero: lowest compared OMol25 entry of this formula, charge and spin), kJ/mol: 366.3
Electronic energy, eV: -98242.15017
Gap between HOMO and LUMO, hartree: 0.216



[3]
ORCA calculation (the ωB97M-V functional and the def2-TZVPD basis) on a 2-piece molecular cluster, C2Br2Cl2O overall in a non-equilibrium geometry.

Geometry as XYZ:
```
7
Properties=species:S:1:pos:R:3
C 1.06906 0.74786 -0.19512
C -2.36260 -0.34508 0.55490
O 0.90580 1.15017 0.92718
Cl 1.50785 1.59112 -1.52058
Cl 0.86901 -1.03455 -0.64609
Br -3.21061 -1.44027 -0.61747
Br -3.17477 1.23977 1.22511
```

Relative energy (zero: lowest compared OMol25 entry of this formula, charge and spin), kJ/mol: 305.9
Electronic energy, eV: -169247.61328
Gap between HOMO and LUMO, hartree: 0.281